A | # C37H37F3O2P2Pt

C37H37F3O2P2Pt as an isolated structure (ωB97M-V/def2-TZVPD, the OMol25 dataset).

For the HOMO-LUMO gap (alpha / beta), the calculation gives 7.40 / 5.97 eV. The expectation value of S² is 2.005. As for the spin multiplicity: 3. The calculation puts the LUMO energy (alpha / beta) at 0.28 / -2.06 eV. Its HOMO energy (alpha / beta) is -7.12 / -8.03 eV.

Cartesian coordinates (Å):
Pt1 0.0472 0.0858 0.0718
C1 -2.0003 -0.1021 0.8611
C2 -2.0174 -0.4482 -0.5151
C3 -2.5565 0.4834 -1.5758
C4 -1.4912 1.3325 -2.3165
C5 -0.3310 1.6866 -1.4397
C6 -0.4815 2.1688 -0.1090
C7 -1.8115 2.4373 0.5633
C8 -2.4105 1.2579 1.3660
C9 2.0062 0.2083 -0.3615
H1 -2.0902 -0.9173 1.5892
H2 -2.0431 -1.5199 -0.7442
H3 -3.2919 1.1700 -1.1384
H4 -3.0993 -0.1129 -2.3239
H5 -1.1216 0.7794 -3.1962
H6 -1.9621 2.2445 -2.7218
H7 0.6010 1.9388 -1.9537
H8 0.3693 2.7451 0.2685
H9 -2.5437 2.8063 -0.1636
H10 -1.6400 3.2566 1.2740
H11 -2.0863 1.3449 2.4149
H12 -3.5072 1.3499 1.3983
H13 2.5721 -0.3536 0.3972
H14 2.2872 1.2719 -0.3466
H15 2.1588 -0.2223 -1.3655
P1 0.1293 -2.3851 -9.4428
P2 2.1545 0.4547 -9.7116
C10 -0.3658 -0.7716 -10.0996
C11 0.3871 0.3571 -10.0762
C12 -0.7627 -3.5558 -10.5430
C13 -1.9392 -3.2115 -11.2183
C14 -2.5858 -4.1455 -12.0294
C15 -2.0702 -5.4357 -12.1734
C16 -0.8907 -5.7886 -11.4988
C17 -0.2308 -4.8545 -10.6997
C18 -0.8744 -2.4885 -7.8923
C19 -0.4888 -1.6280 -6.8459
C20 -1.2206 -1.5996 -5.6575
C21 -2.3481 -2.4218 -5.5080
C22 -2.7210 -3.2869 -6.5410
C23 -1.9681 -3.3482 -7.7169
C24 2.7436 1.2629 -11.2806
C25 2.7231 0.4563 -12.4332
C26 3.0867 0.9858 -13.6726
C27 3.4820 2.3281 -13.7750
C28 3.5165 3.1274 -12.6303
C29 3.1794 2.5931 -11.3809
C30 2.2217 1.8684 -8.5502
C31 3.3390 1.9522 -7.6919
C32 3.4567 3.0247 -6.8113
C33 2.4626 4.0141 -6.7660
C34 1.3558 3.9254 -7.6175
C35 1.2261 2.8466 -8.4934
H16 -1.3843 -0.6983 -10.5014
H17 -0.0733 1.3002 -10.4082
H18 -2.3624 -2.2145 -11.1111
H19 -3.4997 -3.8599 -12.5503
H20 -2.5787 -6.1647 -12.8073
H21 -0.4888 -6.7980 -11.6014
H22 0.6976 -5.1239 -10.1828
H23 0.3787 -0.9739 -6.9727
H24 -0.9145 -0.9358 -4.8467
H25 -2.9308 -2.3834 -4.5840
H26 -3.6033 -3.9205 -6.4332
H27 -2.2447 -4.0553 -8.5007
H28 2.4032 -0.5852 -12.3577
H29 3.0594 0.3547 -14.5598
H30 3.7602 2.7435 -14.7476
H31 3.8094 4.1774 -12.7055
H32 3.2421 3.2217 -10.4910
H33 4.1089 1.1740 -7.7319
H34 4.3272 3.0959 -6.1551
H35 2.5525 4.8492 -6.0701
H36 0.5863 4.6968 -7.6004
H37 0.3479 2.7746 -9.1346
F1 -0.0542 -0.6713 5.1280
C36 0.8800 -0.0077 4.3895
F2 0.8313 1.3093 4.7241
F3 2.1104 -0.4863 4.7388
C37 0.6100 -0.2670 2.8497
O1 0.4263 -1.4426 2.4980
O2 0.5949 0.7753 2.0939

=====

B | # C37H37F3O2P2Pt

C37H37F3O2P2Pt as an isolated structure (ωB97M-V/def2-TZVPD, the OMol25 dataset).

For the HOMO-LUMO gap (alpha / beta), the calculation gives 5.30 / 3.17 eV. The expectation value of S² is 2.010. As for the spin multiplicity: 3. The calculation puts the LUMO energy (alpha / beta) at -1.62 / -3.74 eV. Its HOMO energy (alpha / beta) is -6.93 / -6.92 eV.

Cartesian coordinates (Å):
Pt1 3.7323 2.1998 -0.2312
C1 1.0481 -2.0091 -0.0917
C2 2.4100 -2.0331 -0.2574
C3 3.0807 -2.1599 -1.5855
C4 3.3667 -0.8543 -2.3967
C5 2.1211 -0.0532 -2.5536
C6 0.8008 -0.4398 -2.5423
C7 0.1934 -1.7797 -2.5829
C8 0.1132 -2.4188 -1.1541
C9 2.1721 3.2208 -0.1099
H1 0.6592 -1.5787 0.8637
H2 3.0793 -1.8391 0.5799
H3 2.5379 -2.9356 -2.1464
H4 4.0341 -2.6100 -1.2881
H5 4.1599 -0.1924 -1.9190
H6 3.7072 -1.1516 -3.4406
H7 2.3292 0.9605 -2.7514
H8 0.0971 0.4270 -2.5025
H9 0.5686 -2.5448 -3.3072
H10 -0.8725 -1.6053 -2.8941
H11 -0.8420 -2.1318 -0.7559
H12 0.0471 -3.5203 -1.1530
H13 1.7349 3.3659 0.9348
H14 1.3360 2.9579 -0.9089
H15 2.6588 4.2801 -0.3711
P1 8.2157 2.7670 -0.3971
P2 7.0570 4.0120 -2.5949
C10 8.6164 1.9226 -1.9392
C11 8.1706 2.6713 -3.0110
C12 9.7343 2.8788 0.7341
C13 10.8329 2.0251 0.5582
C14 12.0110 2.2102 1.2885
C15 12.0693 3.1917 2.2745
C16 10.9220 3.9146 2.5969
C17 9.7637 3.7730 1.8334
C18 7.1647 1.5699 0.4860
C19 5.7722 1.5997 0.2825
C20 4.9535 0.7047 0.9382
C21 5.4902 -0.3167 1.7185
C22 6.8800 -0.3564 1.9125
C23 7.7260 0.5707 1.3217
C24 8.1088 5.4397 -3.2182
C25 9.3356 5.6136 -2.5414
C26 10.1941 6.6329 -2.9266
C27 9.8879 7.4861 -3.9858
C28 8.7397 7.2184 -4.7173
C29 7.8365 6.2070 -4.3497
C30 5.5759 4.0886 -3.6877
C31 4.5795 5.0808 -3.4937
C32 3.4764 5.1085 -4.3388
C33 3.3328 4.1713 -5.3791
C34 4.3604 3.2481 -5.5963
C35 5.4852 3.1933 -4.7681
H16 9.0624 0.9044 -1.9305
H17 8.6043 2.6036 -4.0193
H18 10.7703 1.2256 -0.1673
H19 12.8702 1.5771 1.0748
H20 12.9979 3.3545 2.8086
H21 10.9353 4.5862 3.4529
H22 8.8845 4.3635 2.0717
H23 5.2609 2.4170 -0.3525
H24 3.7918 0.7303 0.9677
H25 4.7960 -1.0498 2.0879
H26 7.3111 -1.1065 2.5649
H27 8.7951 0.5930 1.5328
H28 9.6245 4.9117 -1.7342
H29 11.1286 6.7460 -2.3979
H30 10.5579 8.3104 -4.2615
H31 8.5443 7.7895 -5.6157
H32 6.9439 6.0088 -4.9635
H33 4.6708 5.8126 -2.6833
H34 2.7082 5.8666 -4.2047
H35 2.4445 4.1846 -6.0143
H36 4.2836 2.5520 -6.4290
H37 6.2828 2.4724 -4.9417
F1 -2.2946 -0.3757 1.4552
C36 -1.9756 0.6376 0.5728
F2 -2.3025 0.2398 -0.6863
F3 -2.7462 1.7163 0.9023
C37 -0.3996 1.1154 0.6202
O1 0.1626 0.8539 1.6936
O2 -0.0547 1.6527 -0.4622

=====

On energetic grounds, A is preferred over the next structure by 0.2689 hartree.

=====

A | # C23H27N3O5S

C23H27N3O5S in the gas phase (ωB97M-V/def2-TZVPD, the OMol25 dataset).

For the HOMO-LUMO gap, the calculation gives 8.33 eV. The calculation puts the LUMO energy at 0.19 eV. The SMILES is COc1ccc(N2C[C@H](C(=O)Nc3ccc(S(=O)(=O)N4CCCCC4)cc3)CC2=O)cc1. Its HOMO energy is -8.14 eV.

Cartesian coordinates (Å):
C1 -0.0178 -2.3832 -10.1350
O1 0.8932 -2.0361 -9.1202
C2 0.4024 -1.5562 -7.9445
C3 1.3504 -1.2197 -6.9782
C4 0.9647 -0.7205 -5.7537
C5 -0.3854 -0.5461 -5.4524
N1 -0.7910 -0.0313 -4.2049
C6 -0.0588 -0.3110 -2.9843
C7 -0.6394 0.6737 -1.9536
C8 -0.6386 0.0530 -0.5607
O2 -1.4298 -0.8017 -0.2394
N2 0.3467 0.5433 0.2461
C9 0.6630 0.1849 1.5593
C10 -0.0187 -0.8118 2.2560
C11 0.3510 -1.1131 3.5546
C12 1.3865 -0.4261 4.1580
S1 1.8390 -0.7976 5.8570
O3 3.2055 -0.4028 6.0366
O4 1.4556 -2.1511 6.1277
N3 0.9257 0.1700 6.8412
C13 1.2546 1.5713 6.9215
C14 0.3911 2.4255 5.9905
C15 -1.0863 2.1535 6.2668
C16 -1.3762 0.6639 6.0928
C17 -0.4692 -0.1500 7.0185
C18 2.0791 0.5542 3.4725
C19 1.7188 0.8609 2.1750
C20 -2.0510 0.9056 -2.4836
C21 -1.9432 0.6617 -3.9811
O5 -2.7377 1.0313 -4.8120
C22 -1.3293 -0.8885 -6.4139
C23 -0.9442 -1.3826 -7.6469
H1 -0.6851 -3.1908 -9.8174
H2 0.5897 -2.7268 -10.9707
H3 -0.6142 -1.5215 -10.4515
H4 2.3940 -1.3549 -7.2140
H5 1.7310 -0.4604 -5.0406
H6 -0.2395 -1.3474 -2.6699
H7 1.0144 -0.1691 -3.1165
H8 -0.0711 1.6077 -1.9698
H9 0.9440 1.2620 -0.1401
H10 -0.8250 -1.3417 1.7777
H11 -0.1469 -1.8948 4.1059
H12 2.3145 1.6564 6.6819
H13 1.1040 1.8953 7.9582
H14 0.6164 2.1810 4.9502
H15 0.6213 3.4798 6.1517
H16 -1.7101 2.7394 5.5893
H17 -1.3246 2.4529 7.2901
H18 -1.1973 0.3785 5.0541
H19 -2.4189 0.4490 6.3307
H20 -0.5677 -1.2209 6.8414
H21 -0.7326 0.0569 8.0627
H22 2.9027 1.0505 3.9606
H23 2.2577 1.6241 1.6313
H24 -2.7337 0.1613 -2.0640
H25 -2.4468 1.8968 -2.2731
H26 -2.3771 -0.7555 -6.2040
H27 -1.7099 -1.6314 -8.3640

=====

B | # C23H27N3O5S

C23H27N3O5S in the gas phase (ωB97M-V/def2-TZVPD, the OMol25 dataset).

For the HOMO-LUMO gap, the calculation gives 8.65 eV. The calculation puts the LUMO energy at 0.14 eV. The SMILES is CCCCCn1c(SCC(=O)OCC)nc2cc(C(=O)NCc3ccco3)ccc2c1=O. Its HOMO energy is -8.51 eV.

Cartesian coordinates (Å):
C1 -4.3463 -3.3066 -3.4843
C2 -5.0502 -2.5501 -2.3648
C3 -4.2051 -2.5079 -1.0947
C4 -4.9086 -1.7436 0.0243
C5 -4.1294 -1.7839 1.3406
N1 -2.8155 -1.1787 1.2131
C6 -2.6586 0.1696 1.2099
S1 -4.0776 1.1607 1.4991
C7 -3.3459 2.7655 1.1114
C8 -2.8078 2.7495 -0.3105
O1 -3.1743 1.9955 -1.1698
O2 -1.9315 3.7331 -0.4712
C9 -1.3664 3.9012 -1.7765
C10 -0.1144 3.0575 -1.9584
N2 -1.5502 0.7975 1.0343
C11 -0.4189 0.0660 0.8195
C12 0.7953 0.7244 0.6117
C13 1.9480 0.0024 0.3707
C14 3.2051 0.7783 0.1367
O3 3.3969 1.8714 0.6314
N3 4.0864 0.1922 -0.7074
C15 5.3910 0.7646 -0.9792
C16 6.4808 -0.0644 -0.3839
C17 6.9471 -0.1603 0.8944
C18 7.9577 -1.1524 0.8737
C19 8.0268 -1.5873 -0.4125
O4 7.1346 -0.9401 -1.1811
C20 1.9137 -1.3990 0.3836
C21 0.7283 -2.0584 0.6113
C22 -0.4504 -1.3389 0.8171
C23 -1.7148 -2.0310 1.0404
O5 -1.8501 -3.2356 1.0846
H1 -4.1402 -4.3307 -3.1810
H2 -3.4015 -2.8274 -3.7315
H3 -4.9639 -3.3302 -4.3792
H4 -6.0064 -3.0313 -2.1465
H5 -5.2585 -1.5285 -2.6903
H6 -3.2508 -2.0265 -1.3220
H7 -3.9892 -3.5257 -0.7628
H8 -5.0576 -0.7070 -0.2831
H9 -5.8904 -2.1835 0.2081
H10 -3.9602 -2.8210 1.6413
H11 -4.6803 -1.2589 2.1262
H12 -2.5514 2.9995 1.8169
H13 -4.1512 3.4964 1.1925
H14 -1.1379 4.9664 -1.8507
H15 -2.1207 3.6272 -2.5216
H16 -0.3534 2.0047 -1.8286
H17 0.2807 3.2094 -2.9589
H18 0.6438 3.3396 -1.2327
H19 0.8298 1.8011 0.6441
H20 3.8892 -0.7183 -1.0898
H21 5.3836 1.7611 -0.5301
H22 5.5412 0.8414 -2.0602
H23 6.6125 0.4087 1.7370
H24 8.5474 -1.4890 1.7011
H25 8.6447 -2.3210 -0.8908
H26 2.8210 -1.9705 0.2523
H27 0.6781 -3.1366 0.6365

=====

On energetic grounds, B is preferred over the next structure by 0.0303 hartree.